C7F12O | ωB97M-V/def2-TZVPD

Calculated values
- Relative energy (zero: lowest compared OMol25 entry of this formula, charge and spin): 0.0 kcal per mole
- SMILES: O=C(F)C1(F)C(F)(F)C(F)(F)C(F)(F)C(F)(F)C1(F)F
- Energy: -41915.52352 eV
- Kohn-Sham gap: 12.01 eV

Positions of all 20 atoms, in Å:
O: -2.86 -1.19 1.65
F: -0.93 -1.68 2.61
F: 2.37 -0.22 -0.45
F: 1.99 1.19 -2.09
F: -0.58 0.21 -2.43
F: 0.91 -1.39 -2.40
F: 0.02 2.42 -0.62
F: 1.91 2.23 0.56
F: -1.46 -1.88 -0.97
F: 0.40 -2.06 0.08
F: -0.47 1.61 1.98
F: 1.04 0.06 1.91
F: -1.93 0.65 -0.04
C: -1.64 -0.96 1.70
C: 1.39 0.53 -1.05
C: 0.30 -0.43 -1.64
C: 0.85 1.53 0.00
C: -0.44 -1.17 -0.47
C: 0.11 0.73 1.12
C: -0.99 -0.17 0.56

Okay, here come the Löwdin numbers, in e, for every atom: 0.1829, 0.1417, 0.1460, 0.1532, 0.1826, 0.1570, 0.1638, 0.1422, 0.1790, 0.1877, 0.1638, 0.1420, 0.1452, -0.2791, -0.2984, -0.3246, -0.2949, -0.3709, -0.3230, -0.1960

***

C7H10 | ωB97M-V/def2-TZVPD

Calculated values
- Relative energy (zero: lowest compared OMol25 entry of this formula, charge and spin): 120.7 kcal per mole
- Energy: -7415.80122 eV
- Kohn-Sham gap: 10.22 eV

Positions of all 17 atoms, in Å:
C: -1.24 0.33 -0.94
C: -0.20 -0.81 -0.78
C: 1.04 0.00 -0.90
C: 0.79 0.83 0.45
C: 0.75 -0.33 1.54
C: -0.54 -0.73 0.81
C: -0.79 0.76 0.45
H: -1.10 0.99 -1.80
H: -2.27 -0.05 -0.91
H: -0.03 -1.36 -1.79
H: 0.76 -0.14 -2.23
H: 2.04 -0.33 -1.07
H: 1.37 1.72 0.69
H: 1.57 -1.05 1.61
H: 0.54 0.08 2.55
H: -1.32 -1.36 1.24
H: -1.36 1.44 1.09

Okay, here come the Löwdin numbers, in e, for every atom: -0.1409, -0.2864, -0.1449, -0.1745, -0.1020, -0.1725, -0.2081, 0.1062, 0.1125, 0.1380, 0.1829, 0.0795, 0.1199, 0.1053, 0.1178, 0.1281, 0.1394